# 1
Entry from the OMol25 dataset: a molecular structure, C32H78O6STa (ωB97M-V/def2-TZVPD).

Output
- Total energy: -2172.42058 a.u.
- Max |F|: 1.37 eV/Å
- Charge: -1
- E_LUMO: 2.56 eV

XYZ file:
```
118
Properties=species:S:1:pos:R:3:forces:R:3
C 2.396 -3.691 1.651 0.0 0.2 0.0
C 1.413 -4.544 0.859 0.1 -0.2 -0.2
C 0.939 -3.853 -0.436 -0.3 0.2 0.4
C -0.517 -3.369 -0.358 0.1 -0.1 -0.1
C -1.541 -4.385 -0.853 0.0 0.0 0.2
C -2.947 -3.802 -0.976 0.2 -0.1 -0.1
C -3.545 -3.447 0.373 -0.1 0.3 0.2
C -4.933 -2.802 0.296 0.2 -0.3 0.0
C -5.666 -2.813 1.640 0.2 -0.1 -0.1
C -5.225 -1.656 2.523 -0.2 0.0 0.3
C -5.734 -0.265 2.098 0.1 0.1 0.1
C -4.592 0.754 1.943 0.0 0.1 -0.2
C -4.233 1.063 0.489 0.1 -0.4 -0.1
C -2.783 1.543 0.321 -0.1 0.2 -0.1
C -1.844 0.379 -0.042 0.7 0.1 0.0
Ta 0.312 0.859 0.360 -1.2 -0.4 -0.4
C 2.631 1.016 0.583 0.1 -0.4 0.2
S 3.614 0.504 -0.716 0.1 0.3 0.1
O 3.567 -0.920 -0.836 0.0 -1.1 0.0
O 3.411 1.288 -1.897 0.0 0.6 -0.6
H 1.915 -2.778 2.009 0.0 0.0 0.0
H 3.222 -3.381 1.008 0.0 0.0 0.0
H 2.812 -4.225 2.508 0.0 0.0 0.1
H 0.546 -4.780 1.484 0.0 -0.1 0.0
H 1.891 -5.499 0.621 0.0 0.0 0.0
H 1.056 -4.529 -1.284 0.1 0.1 -0.1
H 1.557 -2.968 -0.597 0.2 -0.1 -0.2
H -0.635 -2.445 -0.932 0.0 0.0 0.0
H -0.714 -3.103 0.683 -0.1 0.1 0.0
H -1.578 -5.238 -0.163 0.1 -0.1 -0.1
H -1.205 -4.771 -1.820 -0.1 0.0 0.0
H -3.601 -4.530 -1.469 0.0 0.1 -0.1
H -2.894 -2.914 -1.615 -0.1 0.0 0.0
H -3.591 -4.354 0.988 0.0 0.0 0.0
H -2.886 -2.742 0.886 0.1 -0.1 0.1
H -5.525 -3.311 -0.470 0.0 0.1 0.0
H -4.772 -1.766 -0.013 -0.3 -0.1 -0.2
H -6.750 -2.819 1.496 0.0 0.2 0.0
H -5.430 -3.749 2.159 -0.1 -0.1 -0.1
H -5.543 -1.850 3.552 0.0 0.0 0.0
H -4.132 -1.636 2.552 0.0 -0.1 0.0
H -6.292 -0.333 1.159 0.0 0.0 0.0
H -6.446 0.094 2.846 0.0 0.0 0.0
H -4.826 1.692 2.452 0.0 0.0 0.0
H -3.699 0.349 2.426 0.0 0.1 0.1
H -4.957 1.760 0.054 0.0 0.1 0.1
H -4.320 0.134 -0.086 -0.1 0.1 -0.1
H -2.466 2.044 1.242 0.0 0.0 0.0
H -2.744 2.303 -0.460 0.1 0.0 0.0
H -2.106 -0.501 0.562 0.1 -0.1 0.0
H -1.997 0.109 -1.091 -0.1 -0.1 0.0
H 0.073 1.300 2.159 0.3 0.2 0.1
H 0.107 2.691 0.021 0.1 0.0 0.2
H 0.642 0.554 -1.440 0.2 0.2 0.1
H 0.527 -0.938 0.829 0.1 0.3 0.3
H 2.860 0.306 1.386 -0.1 0.1 0.1
H 2.950 2.012 0.898 -0.2 0.1 -0.2
H 4.892 0.791 -0.352 0.1 0.0 0.2
C 0.761 -1.566 6.863 0.0 0.0 0.0
C -0.624 -1.566 6.237 0.0 0.0 0.1
O -0.674 -2.140 4.949 -0.1 0.0 -0.1
C -0.283 -3.493 4.840 0.1 -0.1 0.0
C -1.129 -4.454 5.659 0.0 0.1 0.0
H 1.472 -1.065 6.205 0.0 0.0 0.0
H 0.737 -1.039 7.818 0.0 0.0 0.0
H 1.127 -2.577 7.051 0.0 0.0 0.0
H -0.961 -0.538 6.096 0.0 0.0 0.0
H -1.346 -2.049 6.909 0.0 0.0 0.0
H 0.779 -3.613 5.087 0.0 0.0 0.0
H -0.385 -3.725 3.779 0.0 0.0 0.0
H -1.031 -4.278 6.732 0.0 0.0 0.0
H -0.818 -5.481 5.461 0.0 0.0 0.0
H -2.183 -4.353 5.395 0.0 0.0 0.0
C -5.614 6.069 -0.466 0.0 0.0 0.0
C -4.824 5.489 0.697 -0.1 0.0 0.0
O -3.543 5.013 0.346 0.0 -0.1 0.0
C -2.642 5.962 -0.195 0.1 0.0 0.0
C -2.335 7.121 0.738 -0.1 0.0 0.0
H -5.700 5.336 -1.270 0.0 0.0 0.0
H -6.617 6.343 -0.134 0.0 0.0 0.0
H -5.144 6.965 -0.875 0.0 0.0 0.0
H -5.346 4.617 1.094 0.0 0.0 0.0
H -4.760 6.220 1.513 0.0 0.0 0.0
H -3.009 6.332 -1.161 0.0 0.0 0.0
H -1.728 5.401 -0.393 0.0 -0.1 0.0
H -3.217 7.731 0.946 0.0 0.0 0.0
H -1.583 7.770 0.287 0.0 0.0 0.0
H -1.949 6.749 1.688 0.0 0.0 0.0
C 5.136 -1.606 -3.805 0.1 0.0 -0.1
C 3.839 -1.601 -4.590 0.0 0.0 0.1
O 3.950 -2.132 -5.909 0.0 0.0 0.0
C 4.369 -3.477 -5.990 0.0 0.0 0.0
C 3.448 -4.463 -5.288 0.0 0.0 0.0
H 5.916 -1.061 -4.342 0.0 0.0 0.0
H 4.962 -1.132 -2.843 0.0 0.0 0.0
H 5.505 -2.616 -3.614 -0.1 0.0 0.0
H 3.496 -0.576 -4.722 0.0 0.0 0.0
H 3.057 -2.122 -4.030 0.0 0.0 0.0
H 5.394 -3.588 -5.616 0.0 0.0 0.0
H 4.397 -3.701 -7.059 0.0 0.0 0.0
H 3.418 -4.297 -4.211 0.0 0.0 0.0
H 3.797 -5.483 -5.458 0.0 0.0 0.0
H 2.430 -4.373 -5.671 0.0 0.0 0.0
C 5.872 7.061 -3.547 0.0 0.0 0.1
C 6.875 5.953 -3.825 0.0 0.0 -0.1
O 7.038 5.037 -2.763 0.0 0.0 0.0
C 5.865 4.323 -2.381 -0.1 0.0 0.1
C 5.243 3.487 -3.481 0.0 0.1 -0.1
H 6.141 7.601 -2.638 0.0 0.0 0.0
H 5.857 7.765 -4.380 0.0 0.0 0.0
H 4.861 6.673 -3.422 0.0 0.0 0.0
H 7.866 6.387 -3.977 0.0 0.0 0.0
H 6.611 5.429 -4.751 0.0 0.0 0.0
H 5.123 5.011 -1.961 0.0 0.0 0.0
H 6.190 3.676 -1.565 0.0 0.0 0.0
H 4.875 4.102 -4.305 0.0 0.0 0.0
H 4.402 2.923 -3.075 0.1 0.0 0.0
H 5.972 2.782 -3.886 0.0 0.0 0.0
```
Positions in Å, forces in eV/Å.



# 2
Entry from the OMol25 dataset: 12 unconnected molecules or ions with the total composition C32H79N7O11S5 (ωB97M-V/def2-TZVPD).

Output
- Total energy: -4468.45554 a.u.
- Max |F|: 3.97 eV/Å
- Energy relative to the best compared isomer or geometry (same formula, charge and spin): 8.3 kcal per mole
- E_LUMO: 0.35 eV

XYZ file:
```
134
Properties=species:S:1:pos:R:3:forces:R:3
C -2.050 0.121 0.690 -0.5 0.4 -0.5
C -0.640 0.510 1.017 0.5 -0.2 -0.5
C -0.043 1.476 -0.005 0.5 -0.7 0.2
C -0.652 2.779 0.022 -0.6 3.9 -0.3
N -0.959 3.913 0.002 0.6 -3.0 0.2
H -2.640 1.023 0.420 0.0 -0.7 0.2
H -2.509 -0.423 1.510 -0.2 0.1 0.1
H -2.025 -0.555 -0.168 -0.2 0.2 0.0
H -0.046 -0.382 0.936 0.5 -0.4 0.3
H -0.513 0.884 2.013 0.0 0.3 0.6
H -0.181 1.039 -1.008 0.3 0.2 0.2
H 1.035 1.649 0.225 -0.6 -0.3 -0.4
C -0.675 -5.007 4.115 0.0 -0.1 0.3
S -1.062 -3.379 3.537 -0.5 0.9 0.1
O -1.666 -3.397 2.160 0.1 -0.4 -0.3
C -2.504 -3.230 4.589 -1.3 1.4 -1.4
H -0.561 -4.881 5.203 0.1 -0.2 -0.3
H 0.258 -5.314 3.665 0.1 -0.2 -0.1
H -1.521 -5.663 3.902 0.2 -0.1 0.0
H -2.135 -3.198 5.582 0.0 -0.2 1.1
H -3.233 -4.036 4.323 0.7 0.6 0.5
H -2.990 -2.214 4.374 0.7 -1.5 0.2
C 3.013 2.136 -2.853 0.1 -0.8 -0.2
S 3.799 1.344 -1.443 0.6 -0.5 -1.3
O 3.182 -0.009 -1.388 -0.1 -0.1 0.5
C 5.458 1.134 -2.248 -0.8 -0.2 -0.8
H 3.417 3.127 -2.917 0.2 0.5 -0.5
H 1.975 2.194 -2.618 -0.8 0.2 0.4
H 3.067 1.505 -3.764 0.5 0.4 0.5
H 5.679 1.996 -2.896 -0.1 -0.3 0.3
H 5.518 0.188 -2.840 -0.6 0.7 0.4
H 6.165 1.064 -1.462 0.8 0.0 0.8
C 4.167 2.809 2.510 1.0 -0.4 -2.0
S 2.510 2.487 2.774 -1.7 0.0 0.7
O 2.345 1.045 3.117 0.0 -0.4 0.0
C 2.319 3.418 4.321 -1.8 0.9 0.1
H 4.134 3.889 2.357 0.8 0.1 0.0
H 4.432 2.286 1.539 -0.2 0.7 1.0
H 4.775 2.406 3.301 0.4 0.2 0.4
H 2.778 2.945 5.214 -0.4 -0.1 -0.7
H 1.168 3.551 4.398 1.9 -0.4 0.3
H 2.721 4.444 4.213 -0.1 -0.5 -0.2
C 2.833 -1.866 1.340 1.5 -1.8 0.9
S 2.176 -3.498 0.945 0.5 -0.6 2.0
O 1.623 -4.093 2.243 0.5 0.4 -1.2
C 0.848 -2.845 0.067 -0.7 0.7 -2.3
H 3.833 -2.026 1.744 0.2 0.0 -0.4
H 2.348 -1.358 2.113 -1.5 0.5 1.2
H 2.829 -1.271 0.485 0.4 0.9 -1.5
H 0.125 -2.504 0.760 -0.7 0.7 0.9
H 0.308 -3.536 -0.576 0.7 -0.3 0.1
H 1.256 -2.042 -0.592 -0.5 -0.5 0.4
C -2.607 -3.391 -6.489 2.1 -1.3 0.2
S -1.368 -2.126 -6.687 -0.6 0.9 0.2
O -1.476 -1.302 -5.434 -0.1 -0.1 -0.2
C 0.152 -3.041 -6.589 -0.8 -1.2 -1.2
H -2.625 -4.047 -7.336 0.0 -0.4 -0.5
H -3.519 -2.950 -6.352 -2.4 1.6 -0.1
H -2.481 -3.953 -5.576 0.6 -0.3 0.3
H 0.896 -2.288 -6.463 0.7 0.3 0.3
H 0.283 -3.541 -7.574 0.0 0.3 0.5
H 0.124 -3.795 -5.815 0.2 0.1 0.3
C 2.099 5.456 -0.615 -2.4 0.4 0.2
C 2.042 5.801 0.837 0.4 -0.2 1.0
O 3.101 5.963 1.403 1.6 0.5 1.1
N 0.883 5.934 1.520 -1.0 -0.3 -0.4
C 0.646 6.662 2.775 1.4 0.6 -0.2
H 1.129 5.051 -0.890 -0.1 0.1 -0.6
H 2.833 4.734 -0.835 1.1 -0.7 0.0
H 2.298 6.385 -1.133 0.0 0.1 -0.3
H 0.043 5.635 1.057 -0.2 0.0 -0.3
H 0.945 7.724 2.588 -0.7 -0.6 0.3
H 1.291 6.371 3.634 -0.4 -0.3 -0.7
H -0.405 6.536 3.052 0.3 0.2 -0.2
C -4.031 0.540 -2.398 0.0 -1.2 0.8
C -3.080 1.648 -2.744 0.6 -0.4 0.0
O -3.157 2.811 -2.373 -0.1 -0.5 0.2
N -2.030 1.173 -3.479 0.6 1.0 -0.5
C -0.933 2.122 -3.836 -1.6 -0.7 0.2
H -3.505 -0.445 -2.390 -0.3 0.8 0.2
H -4.773 0.438 -3.146 -0.8 0.1 -1.1
H -4.622 0.643 -1.480 0.6 0.3 0.0
H -2.172 0.375 -4.112 0.2 0.3 0.6
H -0.235 2.175 -3.018 0.4 0.0 0.3
H -1.324 3.124 -3.997 -0.1 0.0 -0.1
H -0.488 1.711 -4.719 0.5 0.0 -0.4
C -3.470 3.189 2.251 -0.8 0.8 3.1
C -3.853 4.433 1.499 0.4 -0.4 -0.9
O -3.904 5.566 1.956 -0.2 -0.4 0.3
N -4.123 4.168 0.199 -0.6 -0.1 -0.7
C -4.844 5.196 -0.557 1.7 1.0 -0.1
H -4.393 2.609 2.573 1.2 0.4 -0.9
H -3.051 3.537 3.230 -0.2 -0.3 -0.7
H -2.687 2.648 1.771 0.1 -0.7 -0.5
H -3.921 3.234 -0.253 -0.4 1.9 0.8
H -5.840 5.356 -0.206 -0.7 0.0 0.5
H -4.872 4.870 -1.561 -0.2 -0.4 -1.2
H -4.352 6.223 -0.599 -0.2 -1.5 0.5
C -0.139 0.555 5.225 0.8 -1.0 0.2
C 0.429 -0.787 5.628 0.6 -0.6 0.3
O -0.138 -1.585 6.359 -1.2 0.0 0.3
N 1.678 -1.081 5.237 0.4 -0.7 0.6
C 2.356 -2.318 5.642 0.1 0.2 0.7
H -0.216 1.115 6.111 -0.2 0.7 1.4
H -1.135 0.425 4.884 -0.8 0.0 -0.7
H 0.530 1.105 4.593 0.0 0.0 -0.8
H 2.111 -0.527 4.550 0.6 0.9 -0.9
H 2.087 -3.124 4.980 0.1 -0.4 -0.5
H 2.028 -2.669 6.650 0.3 0.7 -0.7
H 3.462 -2.162 5.635 -0.9 -0.1 0.0
C -2.634 -3.043 -1.229 -0.3 -0.6 0.2
C -1.664 -4.204 -1.207 0.3 -0.6 -0.6
O -0.945 -4.439 -2.196 -0.5 0.3 0.2
N -1.601 -4.998 -0.127 0.0 -0.6 0.7
C -0.653 -6.119 -0.110 0.6 0.0 -0.5
H -3.343 -3.043 -0.401 0.3 0.1 0.2
H -3.236 -3.161 -2.130 0.2 0.2 -0.2
H -2.070 -2.116 -1.265 0.0 0.0 -0.1
H -1.925 -4.657 0.803 0.3 0.0 -1.0
H -0.768 -6.860 -0.902 -0.5 0.5 -0.4
H -0.727 -6.718 0.778 -0.3 0.2 0.8
H 0.399 -5.807 -0.201 -0.3 0.3 0.1
C 2.261 -4.499 -3.828 -0.9 -0.7 0.1
C 2.212 -2.962 -3.908 -2.0 -2.7 0.0
O 3.158 -2.314 -4.227 1.5 1.8 -0.4
N 0.948 -2.516 -3.654 0.0 -0.5 0.2
C 0.671 -1.122 -3.433 -1.4 1.2 -0.3
H 1.468 -4.817 -3.082 0.9 -0.1 -1.0
H 3.228 -4.858 -3.498 0.2 0.2 0.3
H 2.128 -5.030 -4.824 -0.2 0.9 1.0
H 0.232 -3.225 -3.380 0.8 1.0 -0.1
H 1.549 -0.616 -3.010 -0.3 -0.3 0.3
H -0.233 -1.117 -2.742 1.2 0.5 -0.7
H 0.375 -0.506 -4.362 0.4 -1.3 1.2
```
Positions in Å, forces in eV/Å.



# 3
Entry from the OMol25 dataset: 13 unconnected molecules or ions with the total composition C32H80NO14PS2 (ωB97M-V/def2-TZVPD).

Output
- Total energy: -3512.79376 a.u.
- Max |F|: 1.87 eV/Å
- Energy relative to the best compared isomer or geometry (same formula, charge and spin): 0.0 kcal per mole
- E_LUMO: -1.72 eV

XYZ file:
```
130
Properties=species:S:1:pos:R:3:forces:R:3
C 6.035 -0.711 1.847 -0.6 -0.7 0.0
C 4.531 -0.632 2.109 0.5 0.4 0.4
C 3.908 0.719 1.734 -0.1 -0.2 -0.4
C 3.200 0.748 0.373 0.4 0.1 0.1
N 1.737 0.857 0.440 0.4 -0.5 -0.2
C 1.110 0.863 -0.890 0.0 0.5 -0.2
C -0.072 1.824 -1.022 -0.5 -0.6 0.5
C -1.286 1.152 -1.679 0.4 0.7 0.5
C -1.974 0.257 -0.644 0.4 -0.2 -0.7
C -3.102 -0.578 -1.155 -0.8 -0.1 0.1
C -4.370 -0.493 -0.683 0.5 0.0 0.2
P -4.966 0.685 0.620 -1.5 0.1 0.0
C -3.980 0.430 2.142 0.8 0.1 -0.4
C -4.492 2.333 -0.075 0.6 -0.7 -0.2
C -5.452 -1.379 -1.237 -1.4 0.6 0.2
O -6.652 -1.112 -1.101 1.8 -0.5 -0.3
C -5.021 -2.592 -1.969 0.7 -0.1 -0.3
C -3.775 -2.681 -2.449 -0.8 0.2 0.5
C -2.817 -1.572 -2.243 1.3 0.0 -0.9
O -1.822 -1.489 -2.970 -1.1 -0.2 1.0
C 1.108 -0.036 1.330 -0.2 0.2 0.1
S 0.106 0.528 2.469 -0.1 -0.1 0.2
S 1.446 -1.798 1.365 -0.6 -0.1 0.1
C 1.148 -2.544 -0.269 0.8 0.1 -0.4
C 2.288 -2.388 -1.309 -0.5 -0.5 0.6
C 2.781 -3.744 -1.822 0.2 1.1 -0.1
H 6.230 -0.856 0.788 0.2 0.3 -0.2
H 6.572 0.129 2.262 0.2 0.2 0.0
H 6.383 -1.611 2.346 0.4 0.0 0.1
H 4.071 -1.460 1.583 -0.3 0.0 0.0
H 4.380 -0.791 3.175 -0.1 -0.2 0.2
H 3.234 1.083 2.504 -0.2 0.0 0.1
H 4.716 1.443 1.694 0.1 0.2 0.0
H 3.524 1.637 -0.160 -0.1 0.2 -0.2
H 3.550 -0.104 -0.218 -0.1 -0.1 -0.1
H 0.802 -0.137 -1.186 -0.1 -0.2 -0.1
H 1.876 1.164 -1.597 0.2 -0.1 -0.1
H -0.373 2.101 -0.012 0.0 0.2 0.1
H 0.199 2.744 -1.528 0.2 0.1 -0.2
H -0.983 0.611 -2.560 0.0 -0.1 -0.3
H -1.947 1.955 -1.986 -0.4 -0.1 -0.2
H -1.224 -0.433 -0.254 0.1 -0.1 0.2
H -2.283 0.888 0.176 -0.2 0.0 0.2
H -4.216 1.274 2.784 -0.2 0.1 0.1
H -2.897 0.418 2.025 0.1 0.0 0.0
H -4.277 -0.478 2.651 -0.2 -0.2 0.0
H -5.369 2.951 -0.192 -0.1 0.3 0.3
H -4.074 2.184 -1.067 0.1 0.0 -0.2
H -3.720 2.807 0.524 -0.1 0.3 0.2
H -5.728 -3.385 -2.144 -0.3 0.0 0.0
H -3.468 -3.545 -3.013 0.3 0.0 -0.2
H 0.182 -2.255 -0.666 -0.2 0.2 0.0
H 1.078 -3.602 -0.033 -0.1 -0.1 0.3
H 3.112 -1.912 -0.796 0.2 0.4 -0.2
H 1.922 -1.771 -2.122 0.2 0.2 -0.2
H 3.514 -4.135 -1.124 -0.1 -0.4 0.2
H 1.959 -4.424 -1.989 0.0 -0.3 -0.1
H 3.309 -3.556 -2.751 0.0 -0.3 -0.3
C 8.102 -0.880 5.560 -0.1 0.1 0.0
O 7.471 -0.033 4.601 0.1 -0.1 0.0
H 8.420 -1.779 5.040 -0.1 0.0 0.0
H 8.975 -0.392 6.002 0.0 0.0 0.0
H 7.405 -1.162 6.353 0.0 -0.1 0.0
H 7.181 0.762 5.054 0.0 0.1 0.0
C -3.213 2.255 -5.335 0.1 -0.2 0.1
O -2.272 1.482 -4.591 -0.1 0.2 -0.2
H -2.801 3.255 -5.443 0.0 0.0 0.0
H -3.376 1.828 -6.327 0.0 0.1 0.0
H -4.167 2.319 -4.804 0.0 0.1 -0.1
H -2.629 0.596 -4.489 0.1 -0.1 0.0
C 9.757 -0.549 1.373 0.0 -0.2 -0.3
O 9.160 -1.322 0.331 -0.1 0.1 0.2
H 8.970 -0.253 2.062 0.0 0.0 0.0
H 10.499 -1.144 1.911 0.0 0.1 0.1
H 10.232 0.345 0.961 0.0 0.0 0.1
H 9.856 -1.584 -0.275 0.0 0.0 -0.1
C -6.718 5.951 1.164 0.1 -0.1 -0.2
O -6.145 5.225 0.072 0.0 0.0 0.2
H -6.382 5.479 2.084 0.0 -0.1 0.0
H -6.394 6.989 1.148 -0.1 0.1 0.1
H -7.810 5.913 1.122 0.0 0.0 0.1
H -6.443 5.646 -0.737 0.0 0.0 -0.1
C 6.802 -4.270 3.097 -0.2 0.1 0.1
O 6.389 -3.483 4.205 0.1 0.0 -0.1
H 7.830 -4.578 3.275 0.0 0.0 0.0
H 6.178 -5.162 2.993 0.1 0.0 -0.1
H 6.765 -3.692 2.167 0.1 -0.1 0.0
H 5.476 -3.217 4.044 -0.2 0.0 0.1
C -6.817 10.106 1.945 -0.1 0.0 -0.2
O -7.244 9.235 0.900 0.1 0.1 0.1
H -6.123 9.551 2.570 0.0 0.0 0.0
H -6.305 10.983 1.542 0.0 0.0 0.1
H -7.662 10.430 2.557 0.0 0.0 0.1
H -7.857 9.721 0.346 -0.1 0.0 -0.1
C 2.319 -6.694 -4.318 0.2 0.0 0.1
O 2.724 -6.770 -2.954 -0.2 -0.1 -0.1
H 1.271 -6.406 -4.332 0.0 0.0 0.0
H 2.898 -5.940 -4.859 -0.1 0.0 0.0
H 2.427 -7.661 -4.816 0.0 0.0 -0.1
H 3.650 -7.021 -2.938 0.1 0.0 0.1
C -5.202 -3.454 2.621 0.0 0.2 -0.2
O -6.108 -2.451 2.175 0.1 -0.2 0.2
H -5.604 -3.875 3.538 0.0 0.0 0.0
H -5.101 -4.254 1.881 0.0 0.0 0.1
H -4.213 -3.032 2.830 0.0 -0.1 0.0
H -5.755 -2.073 1.367 -0.1 0.1 -0.1
C 3.788 -1.318 -5.108 -0.2 -0.1 -0.1
O 3.042 -2.528 -5.202 0.2 0.1 0.1
H 4.705 -1.540 -4.567 0.0 0.0 0.0
H 4.047 -0.936 -6.099 0.0 0.0 0.0
H 3.231 -0.553 -4.561 0.1 0.0 0.0
H 2.230 -2.335 -5.677 -0.1 0.0 0.0
C -1.172 4.672 -3.559 -0.1 0.2 0.0
O -1.726 5.509 -4.573 0.1 -0.2 0.0
H -0.802 3.770 -4.040 0.0 0.0 0.0
H -0.343 5.172 -3.051 0.0 -0.1 0.1
H -1.937 4.394 -2.828 0.1 -0.1 0.1
H -2.056 6.304 -4.151 0.0 0.1 0.0
C 2.358 -2.560 5.109 0.0 0.0 -0.2
O 3.044 -3.221 4.051 0.2 0.0 0.1
H 2.765 -2.929 6.047 0.0 0.0 0.0
H 2.508 -1.477 5.057 0.0 0.0 0.1
H 1.288 -2.775 5.075 0.0 0.0 0.1
H 2.680 -2.890 3.223 0.0 0.0 -0.1
C -9.324 0.986 0.667 0.1 -0.2 -0.2
O -9.769 0.221 -0.449 -0.1 0.2 0.0
H -10.199 1.274 1.246 0.0 0.0 0.0
H -8.658 0.389 1.294 0.0 0.1 0.1
H -8.800 1.887 0.334 0.0 0.0 0.1
H -8.987 -0.040 -0.942 0.1 -0.1 0.0
```
Positions in Å, forces in eV/Å.



Question: Among the records above, which one has the lowest max |F|?
Answer: C32H78O6STa



Question: Among the records above, which one has the lowest E_LUMO?
Answer: C32H80NO14PS2



Question: Look up the total energy of the third one.
Answer: -3512.79376 a.u.



Question: Which value of E_LUMO does entry 1 give?
Answer: 2.56 eV